A molecular structure, C39H56BrN4O3ReSSe at a distorted geometry. Source: the OMol25 dataset; level of theory: ωB97M-V with the def2-TZVPD basis set.

Computed properties:
* <S²>: 3.771
* DFT total energy: -7416.17420 hartree
* E_HOMO (spin up / spin down): -10.01 / -10.11 eV
* net charge: +1
* energy relative to the best compared isomer or geometry (same formula, charge and spin): 0.384 eV
* spin multiplicity: 4
* Kohn-Sham gap (spin up / spin down): 7.5023 / 6.6353 eV

CARTESIAN COORDINATES (ANGSTROEM)
C  4.5127  1.9452  0.1292
C  3.1836  0.6980  3.1828
O  1.6792  -0.9002  -1.4214
C  -1.7630  1.5700  1.7662
C  0.5162  -1.5517  -1.1509
H  -4.0915  1.1659  5.7758
H  -0.7472  0.6049  4.7590
H  -2.4624  -5.1834  0.6976
H  -3.7054  4.9909  -4.4634
H  -4.0643  -1.8213  1.0019
H  4.1165  1.1233  -6.4924
C  -1.9289  -2.8195  -0.5632
H  2.5393  -4.3269  -3.5597
C  3.6764  1.2265  -5.4831
H  -4.0719  -5.3915  0.2040
C  3.7939  1.5819  -3.1933
N  5.7585  2.0321  0.4760
H  -1.0344  -4.5863  -1.2335
C  1.8072  0.8174  -4.1349
H  6.0585  2.9473  0.8001
C  -3.1777  -4.9335  -0.0954
C  2.8510  -3.5985  -0.8650
H  1.7635  0.5027  -6.2156
H  0.3739  -5.7249  -2.1367
C  -1.0565  4.1106  -3.6407
C  0.5469  0.8108  1.7126
C  0.3975  -2.9808  -1.2062
C  -0.8106  -3.5471  -0.9074
H  -2.7165  -0.8543  -0.3460
N  -1.7358  4.3010  -2.4971
C  -4.0417  -2.9364  0.8520
Br  -0.0068  0.3682  -3.9856
H  -4.1664  3.2542  4.5762
H  -3.6147  -3.5263  -2.4933
H  -1.2390  4.3423  -1.6368
H  4.2552  4.0106  0.1999
C  -1.8613  -1.4533  -0.5757
H  2.6224  3.5699  -1.4445
H  3.3403  0.3466  2.1951
H  -4.1528  -0.1404  3.1197
H  -5.2210  1.1850  3.6811
H  -2.9309  -0.0750  5.3229
C  0.5912  0.6311  3.0985
O  1.6221  0.5041  0.9681
H  -2.4580  3.5781  4.4593
H  0.9548  -3.5211  -3.6912
H  3.9887  0.3750  3.8817
H  1.9397  -1.7531  2.2696
C  2.4117  3.1073  -0.4911
H  3.6330  -4.2839  -1.1879
C  -4.2986  0.9046  3.1468
N  -1.9756  3.7815  -4.6631
H  -5.1022  -3.1841  0.7192
H  3.1065  1.7806  3.2235
H  2.6113  -0.4327  5.6493
C  1.8320  0.2219  5.2150
C  -4.1167  -3.2476  -1.5821
H  3.4516  3.2267  1.4918
C  4.3911  1.7031  -4.4164
C  -3.3090  -3.4719  -0.3406
H  2.0961  -5.8472  -1.7709
C  -0.5974  1.2363  1.0979
S  0.6033  4.4500  -3.8355
H  1.0810  -2.0349  3.7312
C  -0.6664  -0.8267  -0.9182
C  -3.2847  3.0743  3.9640
C  -1.8382  1.2672  3.1241
C  -3.1301  1.5811  3.9002
H  2.6627  -3.6642  0.2307
H  -5.0721  -3.8262  -1.5377
H  -4.3492  -2.1795  -1.7323
H  0.8977  -5.5811  -0.4589
H  6.4835  1.3401  0.4007
N  2.5211  1.1536  -3.0208
C  1.9558  -1.4704  3.3256
H  -1.6541  3.9382  -5.5792
Re  1.9549  1.0215  -0.9063
H  2.8388  -1.8916  3.8064
H  -2.8794  -5.4756  -0.9694
C  1.8480  -3.5417  -3.1585
H  -2.5880  1.9901  1.2415
C  -0.6361  0.8568  3.7213
H  3.1824  -2.5937  -1.0336
H  -3.4444  3.5357  3.0074
H  4.3405  1.9279  -2.3326
C  -3.0789  0.9808  5.3223
H  -3.6519  -3.3208  1.8184
C  -3.3229  4.0222  -4.1736
C  3.6730  3.1477  0.4192
H  2.1271  1.2879  5.4649
Se  -0.5412  1.1236  -0.8104
H  0.8142  0.0120  5.6260
H  1.5948  3.6800  -0.0073
H  2.2532  -2.5194  -3.2915
H  -3.7989  4.5742  -2.0682
C  1.1882  -5.3359  -1.4793
H  5.3452  2.1219  -4.5238
C  -3.1176  3.9526  -2.6417
C  1.8611  0.0500  3.6911
H  -2.4190  1.4822  6.0528
O  4.0060  0.9158  -0.3773
H  -4.0525  3.2546  -4.4533
H  -4.3539  1.2128  2.1521
C  1.5941  -3.8550  -1.6643
C  2.3646  0.7800  -5.3887
H  -3.2757  2.9197  -2.4250